1.
The following is a quantum chemistry calculation of a cluster of 7 separate species, C50H48ClFN2O8S in total, from the OMol25 dataset.

Calculated values
Total charge ... 0
Max |F| ... 4.39 eV/Å
Calculated total energy ... -98059.692 eV
HOMO-LUMO gap ... 0.2297 hartree

Atoms and positions in Å:
1 C -5.77 1.43 -1.23
2 C -5.58 0.97 -2.73
3 O -6.24 -0.32 -2.87
4 C -6.26 1.92 -3.79
5 O -5.73 3.26 -3.82
6 C -4.63 3.36 -4.68
7 O -4.71 3.82 -5.77
8 C -3.27 2.86 -4.05
9 C -2.55 1.67 -4.54
10 S -3.19 0.66 -5.92
11 C -1.32 1.32 -3.83
12 N -0.83 2.04 -2.75
13 C 0.43 1.54 -2.16
14 C 0.13 0.03 -1.73
15 O -0.73 -0.18 -0.95
16 Cl 1.08 -1.31 -2.48
17 C -1.52 3.14 -2.28
18 C -0.99 3.94 -1.02
19 O 0.13 4.36 -0.95
20 N -1.95 4.17 0.02
21 C -1.53 3.63 1.28
22 O -0.63 2.89 1.48
23 F -2.31 4.00 2.36
24 C -2.76 3.63 -2.89
25 C -3.54 4.89 -2.40
26 O -3.28 5.97 -2.95
27 O -4.40 4.83 -1.45
28 H -5.71 2.54 -1.08
29 H -4.89 1.00 -0.66
30 H -6.68 0.98 -0.74
31 H -4.50 0.76 -2.90
32 H -7.07 -0.30 -2.37
33 H -7.34 2.00 -3.50
34 H -6.21 1.45 -4.81
35 H -2.84 1.27 -7.10
36 H -0.76 0.42 -4.21
37 H 1.23 1.49 -2.95
38 H 0.81 2.16 -1.31
39 H -2.82 3.65 -0.22
40 C 3.54 -1.44 3.20
41 C 2.55 -0.92 2.38
42 C 2.22 -1.57 1.20
43 C 2.86 -2.75 0.85
44 C 3.85 -3.27 1.67
45 C 4.20 -2.61 2.85
46 H 3.81 -0.93 4.12
47 H 2.04 -0.01 2.65
48 H 1.45 -1.17 0.55
49 H 2.60 -3.26 -0.07
50 H 4.36 -4.19 1.40
51 H 4.97 -3.02 3.49
52 C 4.20 0.45 -2.61
53 C 4.86 1.30 -1.73
54 C 5.91 2.09 -2.17
55 C 6.30 2.04 -3.51
56 C 5.64 1.19 -4.39
57 C 4.59 0.40 -3.94
58 H 3.38 -0.17 -2.26
59 H 4.55 1.34 -0.69
60 H 6.43 2.74 -1.48
61 H 7.12 2.65 -3.86
62 H 5.94 1.15 -5.43
63 H 4.08 -0.27 -4.63
64 C 0.60 -4.50 -4.76
65 C -0.39 -3.66 -4.26
66 C -1.67 -3.67 -4.81
67 C -1.96 -4.54 -5.85
68 C -0.98 -5.38 -6.35
69 C 0.30 -5.36 -5.81
70 H 1.59 -4.49 -4.33
71 H -0.16 -2.99 -3.43
72 H -2.43 -3.01 -4.42
73 H -2.96 -4.56 -6.28
74 H -1.20 -6.06 -7.17
75 H 1.07 -6.02 -6.20
76 C -6.29 7.32 4.64
77 C -6.00 6.82 3.38
78 C -4.95 5.93 3.21
79 C -4.21 5.51 4.31
80 C -4.50 6.01 5.58
81 C -5.55 6.91 5.74
82 H -7.11 8.02 4.77
83 H -6.58 7.14 2.52
84 H -4.72 5.54 2.22
85 H -3.40 4.81 4.18
86 H -3.92 5.68 6.43
87 H -5.77 7.30 6.73
88 C 6.40 -7.24 3.56
89 C 6.16 -5.93 3.15
90 C 7.19 -5.18 2.60
91 C 8.45 -5.73 2.45
92 C 8.69 -7.03 2.86
93 C 7.67 -7.79 3.41
94 H 5.60 -7.83 3.99
95 H 5.17 -5.51 3.26
96 H 7.00 -4.15 2.28
97 H 9.25 -5.14 2.01
98 H 9.68 -7.46 2.74
99 H 7.86 -8.81 3.74
100 C -1.10 -2.51 7.13
101 C -0.44 -1.66 8.01
102 C 0.61 -0.88 7.57
103 C 1.00 -0.93 6.24
104 C 0.34 -1.78 5.35
105 C -0.71 -2.57 5.80
106 H -1.92 -3.13 7.48
107 H -0.75 -1.62 9.05
108 H 1.13 -0.22 8.26
109 H 1.82 -0.32 5.89
110 H 0.65 -1.82 4.31
111 H -1.22 -3.23 5.11

Löwdin atomic charge list, values in e, 4 entries: atom 1 (C): -0.0327, atom 2 (C): -0.3704, atom 3 (O): -0.0688, atom 4 (C): -0.1086



2.
The following is a quantum chemistry calculation of a structure of composition C50H48FN5O4Ru, from the OMol25 dataset.

Calculated values
Relative energy (zero: lowest compared OMol25 entry of this formula, charge and spin) ... 444.6 kJ/mol
Total charge ... -1
Max |F| ... 0.69 eV/Å
Calculated total energy ... -73567.861 eV
Multiplicity ... 6
HOMO-LUMO gap (alpha / beta) ... 0.1757 / 0.2089 hartree

Atoms and positions in Å:
1 Ru 0.31 0.80 0.30
2 C 1.02 -1.57 4.28
3 C 1.14 -1.12 2.84
4 N -0.52 0.52 2.09
5 C -1.56 -0.44 2.14
6 C -2.09 -0.40 3.61
7 C -0.18 -1.87 4.76
8 C -3.59 -0.53 3.62
9 C -4.31 -0.43 2.50
10 C -3.77 -0.16 1.16
11 C -2.43 -0.12 0.98
12 N -1.63 0.24 -0.09
13 C -2.04 0.41 -1.42
14 C -3.26 0.03 -1.99
15 C -3.50 0.28 -3.33
16 C -2.55 0.91 -4.12
17 C -1.30 1.26 -3.60
18 C -0.25 1.87 -4.35
19 C 0.98 2.14 -3.71
20 C 1.17 1.82 -2.41
21 N 0.18 1.22 -1.65
22 C -1.06 0.98 -2.24
23 H 1.91 -1.60 4.90
24 H 2.15 -1.22 2.45
25 H -0.31 -2.17 5.79
26 H -4.07 -0.68 4.58
27 H -5.39 -0.51 2.58
28 H -4.47 0.09 0.38
29 H -4.00 -0.50 -1.40
30 H -4.45 -0.01 -3.76
31 H -2.76 1.12 -5.17
32 H -0.41 2.10 -5.40
33 H 1.79 2.61 -4.25
34 H 2.10 2.02 -1.89
35 C 5.96 0.59 -4.20
36 C 4.89 -0.07 -5.06
37 C 4.48 0.83 -6.22
38 C 3.53 0.08 -7.14
39 C 2.37 -0.47 -6.35
40 C 1.17 -0.73 -6.97
41 C 0.09 -1.20 -6.23
42 F -1.07 -1.44 -6.88
43 C 0.17 -1.40 -4.88
44 C 1.38 -1.14 -4.24
45 C 1.43 -1.33 -2.76
46 O 0.46 -1.77 -2.17
47 C 2.70 -0.99 -2.16
48 C 3.74 -0.62 -2.95
49 N 3.69 -0.43 -4.29
50 C 2.49 -0.68 -4.96
51 C 2.96 -0.96 -0.67
52 O 4.06 -1.33 -0.25
53 O 2.03 -0.48 0.05
54 H 6.75 0.96 -4.86
55 H 6.42 -0.09 -3.49
56 H 5.55 1.44 -3.65
57 H 5.31 -1.00 -5.48
58 H 5.38 1.16 -6.75
59 H 3.99 1.71 -5.81
60 H 4.07 -0.73 -7.63
61 H 3.16 0.74 -7.93
62 H 1.05 -0.56 -8.03
63 H -0.67 -1.73 -4.29
64 H 4.68 -0.43 -2.47
65 C 2.16 3.32 3.73
66 C 2.05 1.91 4.33
67 C 3.30 1.09 4.02
68 C 0.79 1.25 3.85
69 C -0.42 1.42 4.57
70 C -1.62 0.75 4.48
71 C -1.37 -1.80 3.87
72 C -1.04 -1.89 2.35
73 C -1.77 -3.05 1.67
74 C -1.24 -4.37 2.25
75 C -1.64 -3.05 0.15
76 C 0.64 0.33 2.72
77 O 0.33 -1.96 2.03
78 H 3.03 3.84 4.15
79 H 1.27 3.91 3.95
80 H 2.27 3.29 2.65
81 H 1.96 2.03 5.41
82 H 3.38 0.87 2.95
83 H 3.31 0.15 4.56
84 H 4.19 1.65 4.31
85 H -0.37 2.14 5.39
86 H -2.37 1.06 5.20
87 H -2.11 -2.54 4.17
88 H -2.82 -2.93 1.95
89 H -0.21 -4.52 1.95
90 H -1.84 -5.20 1.88
91 H -1.28 -4.39 3.34
92 H -0.65 -2.75 -0.17
93 H -2.37 -2.39 -0.32
94 H -1.82 -4.06 -0.23
95 C -0.95 3.77 0.21
96 C 0.54 3.80 0.23
97 C 1.38 4.87 0.01
98 C 2.71 4.37 0.10
99 C 2.63 3.02 0.37
100 C 3.76 2.06 0.57
101 N 1.29 2.68 0.46
102 H -1.37 4.66 0.69
103 H -1.34 2.90 0.75
104 H -1.35 3.72 -0.80
105 H 1.08 5.89 -0.19
106 H 3.63 4.93 0.00
107 H 4.49 2.46 1.28
108 H 4.29 1.86 -0.36
109 H 3.41 1.10 0.94

Löwdin atomic charge list, values in e, 4 entries: atom 1 (Ru): 1.6095, atom 2 (C): -0.0020, atom 3 (C): -0.2185, atom 4 (N): -0.0374



- Which of these has the highest max |F|?
  C50H48ClFN2O8S



- What is the max |F| in the second record?
  0.69 eV/Å



- Look up the max |F| of the second one.
  0.69 eV/Å